# 1
24
Properties=species:S:1:pos:R:3:lowdin_charge:R:1 method="wB97M-V/def2-TZVPD" energy_ha=-1297.958760 total_charge=0 homo_lumo_gap_ev="5.6 / 6.1" e_above_lowest_kcal_mol=0.0 e_homo_ev="-5.20 / -6.22"
O -2.09 0.43 -2.55 -0.459
C -0.88 -0.21 -2.73 -0.352
C -0.61 -1.28 -1.68 -0.224
O -1.84 -1.93 -1.37 -0.413
C -1.73 -2.94 -0.39 -0.113
Sc -3.63 -0.45 -1.61 0.776
H -0.81 -0.68 -3.74 0.117
H 0.12 -2.02 -2.04 0.134
H -2.74 -3.31 -0.19 0.078
H -1.10 -3.76 -0.76 0.100
H -1.29 -2.53 0.53 0.099
H 0.00 0.52 -2.66 0.119
H -0.17 -0.80 -0.76 0.131
O 1.76 1.67 -1.16 0.043
C 1.31 1.72 3.53 -0.109
O 1.87 1.26 2.33 -0.199
C 1.44 1.97 1.20 -0.206
C 1.98 1.29 -0.03 -0.219
H 1.68 1.08 4.34 0.092
H 1.60 2.76 3.74 0.092
H 0.21 1.66 3.49 0.093
H 1.80 3.02 1.21 0.144
H 0.34 2.00 1.13 0.140
H 2.76 0.51 0.17 0.135

# 2
25
Properties=species:S:1:pos:R:3:mulliken_spin:R:1 method="wB97M-V/def2-TZVPD" energy_ha=-1270.378799 total_charge=0 s_squared=15.764 homo_lumo_gap_ev="5.6 / 9.4" e_above_lowest_kcal_mol=4.5 spin_multiplicity=8 e_homo_ev="-5.26 / -9.54"
O 2.13 0.52 0.01 0.080
C 1.41 -0.46 -0.58 0.703
C 0.42 -1.23 0.26 0.005
O 0.85 -1.15 1.63 -0.015
C -0.13 -1.29 2.66 0.025
C 0.45 -0.61 3.90 0.019
O 0.94 0.66 3.61 -0.011
Sm 1.83 1.02 1.88 6.057
H 2.09 -1.14 -1.13 0.015
H 0.33 -2.28 -0.06 0.006
H -0.59 -0.78 0.21 0.049
H -0.35 -2.35 2.83 0.002
H -1.06 -0.78 2.34 0.003
H 1.25 -1.27 4.31 -0.003
H -0.35 -0.59 4.66 -0.001
H 0.61 0.67 -1.84 -0.048
O -0.26 2.73 -2.31 0.014
C -2.04 0.50 -2.88 -0.001
O -0.91 0.93 -3.61 0.013
C 0.10 1.50 -2.86 0.088
H -2.68 -0.06 -3.56 0.000
H -1.73 -0.16 -2.05 -0.001
H -2.60 1.35 -2.45 0.002
H 0.94 1.67 -3.54 -0.001
H -0.65 2.60 -1.44 0.001

# 3
21
Properties=species:S:1:pos:R:3:lowdin_charge:R:1 method="wB97M-V/def2-TZVPD" energy_ha=-652.855039 total_charge=0 homo_lumo_gap_ev=8.2 smiles="C=[P@](C)(CC)C(C)=O" e_above_lowest_kcal_mol=77.5 e_homo_ev=-7.56
C -0.68 1.79 -0.62 -0.255
P -0.38 0.05 -0.01 0.849
C -1.50 -1.14 0.86 -0.220
C 1.24 -0.06 0.86 -0.279
C 0.80 0.47 2.22 -0.148
C -0.15 -0.86 -1.65 -0.548
C 0.67 -0.16 -2.60 -0.074
O -0.62 -1.94 -1.85 0.056
H -0.46 2.43 0.18 -0.102
H -1.88 1.92 -0.82 0.026
H -2.28 -1.25 -0.04 0.096
H -1.09 -2.07 1.26 0.045
H -1.93 -0.65 1.77 0.048
H 1.49 -1.04 0.91 0.048
H 1.90 0.59 0.22 0.112
H 1.57 0.54 2.84 0.033
H 0.31 1.36 2.25 0.048
H 0.23 -0.21 2.76 0.049
H 0.49 -0.45 -3.56 0.056
H 0.45 0.82 -2.69 0.011
H 1.81 -0.14 -2.30 0.148